<1>
Entry from the OMol25 dataset: a structure of composition C33H36MnN6PSb (the ωB97M-V functional and the def2-TZVPD basis).

Element x y z (Å)
Mn: 0.14574 -0.82159 0.24467
C: 1.61268 0.86005 5.29091
N: 1.75597 0.19280 3.99793
C: 2.83595 -0.56690 3.64195
C: 2.59011 -1.02811 2.38365
N: 1.37735 -0.55497 1.96838
C: 0.88584 0.18190 2.96428
P: -0.71068 1.06657 2.94339
C: -0.54071 1.88963 1.32532
N: -0.22214 1.31112 0.16837
C: -0.21689 2.29845 -0.77527
C: -0.53418 3.48415 -0.18142
N: -0.73721 3.21437 1.14164
C: -1.08451 4.20753 2.15840
C: -1.80330 -0.30712 2.43263
N: -1.64213 -1.10324 1.37454
C: -2.71925 -1.94303 1.34424
C: -3.53288 -1.65986 2.40049
N: -2.94821 -0.62610 3.07615
C: -3.47408 -0.03403 4.30662
H: 2.48920 1.47587 5.47567
H: 1.51421 0.11648 6.07853
H: 0.72898 1.49086 5.27710
H: 3.67210 -0.71146 4.30391
H: 3.20135 -1.66033 1.76173
H: 0.00956 2.10649 -1.80892
H: -0.62886 4.47826 -0.58217
H: -1.26464 5.15443 1.65910
H: -0.26629 4.32803 2.86465
H: -1.98809 3.90825 2.68336
H: -2.85233 -2.67814 0.57074
H: -4.46533 -2.09270 2.71859
H: -4.54502 -0.21018 4.34096
H: -3.29232 1.03676 4.31023
H: -3.00461 -0.49132 5.17508
C: -1.30411 -5.62909 1.62022
C: -0.69084 -6.46670 0.52573
C: -1.18480 -7.74798 0.30474
C: -0.60769 -8.59182 -0.63355
C: 0.49122 -8.16828 -1.36258
C: 0.98903 -6.88818 -1.16626
C: 0.39262 -6.02847 -0.24891
Sb: 1.21431 -4.10318 0.11649
C: 0.26195 -2.77479 -1.34479
C: 1.08368 -1.67888 -1.70386
C: 0.62037 -0.65366 -2.53198
C: -0.68196 -0.70528 -3.00927
C: -1.48873 -1.78856 -2.68589
C: -1.03808 -2.83438 -1.87599
C: -1.90496 -4.04496 -1.67617
C: 3.03808 -4.20902 -0.97795
C: 4.18381 -4.10633 -0.18494
C: 5.45238 -4.13010 -0.74242
C: 5.58158 -4.25270 -2.11676
C: 4.45057 -4.36026 -2.91082
C: 3.16660 -4.34041 -2.36889
C: 1.99893 -4.45383 -3.31654
H: -2.26404 -6.04052 1.92896
H: -1.46828 -4.58828 1.32824
H: -0.65434 -5.60996 2.49871
H: -2.02954 -8.09621 0.88679
H: -1.00961 -9.58512 -0.78226
H: 0.96448 -8.82896 -2.07638
H: 1.85911 -6.57201 -1.72697
H: 2.12993 -1.67342 -1.39868
H: 1.29040 0.14671 -2.82113
H: -1.06099 0.07398 -3.65724
H: -2.49149 -1.83806 -3.09325
H: -2.92019 -3.86939 -2.02876
H: -1.94241 -4.36848 -0.63625
H: -1.49388 -4.88903 -2.23478
H: 4.08838 -4.02782 0.89401
H: 6.32795 -4.05912 -0.11126
H: 6.56234 -4.27715 -2.57270
H: 4.56345 -4.47532 -3.98243
H: 2.24037 -5.12696 -4.13890
H: 1.76538 -3.48119 -3.75824
H: 1.09633 -4.82973 -2.83625

Computed properties:
LUMO energy (alpha / beta) in eV: -5.00 / -5.29
Net charge: +2
HOMO-LUMO gap (alpha / beta) in eV: 8.034 / 7.764
2S+1: 6

Mulliken population analysis, charges in e, atoms 1 to 4: number 1, Mn, carries 0.380; number 2, C, carries -0.888; number 3, N, carries 0.117; number 4, C, carries -0.735

---

<2>
Entry from the OMol25 dataset: a structure of composition C33H36MnN6PSb (the ωB97M-V functional and the def2-TZVPD basis).

Element x y z (Å)
Mn: -0.38414 0.25690 -1.14725
C: -2.13480 -4.82961 -2.27877
N: -1.18286 -3.79109 -1.86119
C: 0.11935 -4.01318 -1.49322
C: 0.65590 -2.79388 -1.20290
N: -0.30812 -1.83971 -1.38370
C: -1.41245 -2.46209 -1.78616
P: -2.97478 -1.64175 -2.25230
C: -3.20956 -0.63268 -0.75119
N: -2.31467 0.21216 -0.24636
C: -2.89092 0.80548 0.84225
C: -4.15283 0.30993 0.99579
N: -4.34260 -0.59555 -0.01397
C: -5.57228 -1.36832 -0.24132
C: -2.27260 -0.34044 -3.34180
N: -1.27880 0.50268 -3.04968
C: -1.10518 1.31042 -4.14069
C: -2.00223 0.95402 -5.10201
N: -2.72937 -0.08416 -4.58647
C: -3.82331 -0.77857 -5.28378
H: -1.64687 -5.79413 -2.19069
H: -2.43122 -4.67699 -3.31304
H: -3.01112 -4.81885 -1.63684
H: 0.54330 -5.00443 -1.47694
H: 1.65955 -2.54191 -0.88909
H: -2.37451 1.54172 1.43694
H: -4.92260 0.52273 1.72012
H: -6.26857 -1.14583 0.56037
H: -5.35634 -2.43327 -0.23280
H: -6.02452 -1.08978 -1.18959
H: -0.36109 2.08920 -4.17351
H: -2.18234 1.34236 -6.09116
H: -3.90669 -0.36563 -6.28349
H: -4.76278 -0.62642 -4.75873
H: -3.60816 -1.84097 -5.35838
C: -0.24919 -1.24336 3.54412
C: 1.03382 -0.61553 4.03363
C: 1.53826 -0.95205 5.28879
C: 2.72181 -0.40127 5.76153
C: 3.43021 0.50831 4.98696
C: 2.94644 0.85745 3.73606
C: 1.76089 0.29615 3.26246
Sb: 1.10626 0.85229 1.34471
C: 2.62339 0.13727 -0.01929
C: 2.38057 0.50591 -1.34822
C: 3.12111 0.03573 -2.42417
C: 4.14868 -0.85598 -2.17423
C: 4.37404 -1.27882 -0.87192
C: 3.62233 -0.82713 0.21770
C: 3.92519 -1.44206 1.56277
C: 1.15157 2.98532 1.56854
C: 1.04954 3.42113 2.89369
C: 0.83868 4.75592 3.20802
C: 0.71471 5.68701 2.19193
C: 0.78731 5.26423 0.87307
C: 0.99630 3.92840 0.54032
C: 1.04053 3.57387 -0.92254
H: -0.65156 -1.93140 4.28592
H: -0.09336 -1.81001 2.62059
H: -1.01492 -0.48972 3.34089
H: 0.99307 -1.65742 5.90651
H: 3.09057 -0.68072 6.74060
H: 4.35135 0.94372 5.35420
H: 3.49562 1.57370 3.13302
H: 1.62724 1.25500 -1.58808
H: 2.89997 0.37031 -3.43082
H: 4.76380 -1.23410 -2.98146
H: 5.15992 -2.00302 -0.68377
H: 4.47649 -2.37145 1.42803
H: 3.02383 -1.66905 2.12661
H: 4.53087 -0.78563 2.18665
H: 1.13649 2.71979 3.71197
H: 0.77232 5.05656 4.24637
H: 0.55597 6.73394 2.41833
H: 0.68457 5.99083 0.07508
H: 0.80934 4.44023 -1.54040
H: 0.28160 2.81982 -1.17522
H: 2.01461 3.19746 -1.22735

Computed properties:
LUMO energy (alpha / beta) in eV: -5.00 / -5.29
Net charge: +2
HOMO-LUMO gap (alpha / beta) in eV: 7.990 / 7.873
2S+1: 6

Mulliken population analysis, charges in e, atoms 1 to 4: number 1, Mn, carries 0.753; number 2, C, carries -0.770; number 3, N, carries 0.178; number 4, C, carries -0.679

---

Which one sits at the bottom of the stability order? <2> does.

---

<1>
Entry from the OMol25 dataset: a structure of composition H6O15S3Zn (the ωB97M-V functional and the def2-TZVPD basis).

Element x y z (Å)
Zn: 8.01702 -5.07928 9.43966
S: 9.83136 -5.67076 12.08298
O: 10.96632 -4.95641 11.44101
O: 10.16229 -7.06564 12.38973
O: 9.43586 -4.98058 13.32220
O: 8.68834 -5.67661 11.13860
S: 7.39280 -2.07821 10.60504
O: 7.48347 -2.44856 12.01803
O: 7.92774 -3.11686 9.67061
O: 5.97818 -1.87721 10.25391
O: 8.16473 -0.82344 10.37854
S: 7.29399 -5.02258 6.15726
O: 5.94276 -5.48995 5.75369
O: 7.34540 -5.04513 7.63627
O: 8.33341 -5.94996 5.63432
O: 7.50105 -3.66610 5.60978
O: 5.99262 -5.35229 10.18057
H: 5.48204 -6.16218 10.25289
H: 5.70873 -4.79634 10.92289
O: 7.70322 -7.28016 9.08018
H: 6.83687 -7.61845 8.83430
H: 8.33300 -7.83775 8.61304
O: 9.98449 -5.02170 8.82162
H: 10.37598 -5.64532 8.20167
H: 10.71241 -4.70665 9.39081

Computed properties:
LUMO energy in eV: 8.61
Net charge: -4
HOMO-LUMO gap in eV: 4.045

Mulliken population analysis, charges in e, atoms 1 to 4: number 1, Zn, carries 1.209; number 2, S, carries 1.017; number 3, O, carries -0.876; number 4, O, carries -0.796

---

<2>
Entry from the OMol25 dataset: a structure of composition H6O15S3Zn (the ωB97M-V functional and the def2-TZVPD basis).

Element x y z (Å)
Zn: 0.10496 0.47954 -0.33849
S: -2.11614 1.13936 2.20403
O: -1.42262 1.12332 3.50557
O: -1.06505 1.22176 1.10116
O: -2.93864 -0.05970 2.01927
O: -2.98949 2.36138 2.10617
S: -1.49592 -2.26449 -1.73247
O: -0.98890 -0.91992 -1.24963
O: -2.71419 -2.03966 -2.58385
O: -0.43264 -2.86138 -2.60874
O: -1.82831 -3.13075 -0.60580
S: 1.66456 -1.54368 1.98376
O: 1.28274 -0.67654 0.79182
O: 0.53335 -2.35662 2.42750
O: 2.80780 -2.39171 1.52717
O: 2.10576 -0.66313 3.10078
O: 1.42212 -0.20097 -1.92946
H: 0.86318 -0.55799 -2.64046
H: 2.32402 -0.23431 -2.25775
O: -0.34034 2.05438 -1.62373
H: -1.21000 2.33175 -1.92874
H: 0.29316 2.43899 -2.23414
O: 1.78979 1.96602 0.26962
H: 2.68050 1.88308 0.62283
H: 1.67027 2.90127 0.07360

Computed properties:
LUMO energy in eV: 7.30
Net charge: -4
HOMO-LUMO gap in eV: 2.417

Mulliken population analysis, charges in e, atoms 1 to 4: number 1, Zn, carries 1.434; number 2, S, carries 1.019; number 3, O, carries -0.736; number 4, O, carries -0.667

---

Which one sits at the bottom of the stability order? <2> does.

---

<1>
Entry from the OMol25 dataset: the ion C9H11N4 with charge +1 (the ωB97M-V functional and the def2-TZVPD basis).

Element x y z (Å)
C: -1.69612 1.86726 0.96349
C: -2.26734 0.88755 0.22837
C: -3.56251 1.10345 -0.51841
N: -4.31157 0.13941 -0.96887
C: -4.09658 -1.12981 -0.61500
C: -2.99793 -1.55121 0.10318
C: -1.90841 -0.64532 0.23263
N: -0.67405 -0.98266 0.23217
C: 0.48901 -0.36129 0.10129
N: 0.67926 0.38753 -0.92399
N: 2.13174 0.41129 -1.31305
C: 2.86278 -0.50136 -0.39576
C: 1.72822 -0.96635 0.62615
H: -2.20321 2.83601 0.93277
H: -1.07830 1.80340 1.85568
H: -3.80566 2.10683 -0.58611
H: -4.76947 -1.86837 -1.04097
H: -3.01533 -2.59372 0.45882
H: 2.44265 1.47602 -1.22676
H: 2.16248 0.05019 -2.25329
H: 3.74754 0.08721 0.06381
H: 3.25425 -1.35172 -0.88623
H: 1.76674 -2.07967 0.66508
H: 2.02270 -0.57448 1.58606

Computed properties:
LUMO energy (alpha / beta) in eV: -4.50 / -4.50
Net charge: +1
HOMO-LUMO gap (alpha / beta) in eV: 7.555 / 7.557

Mulliken population analysis, charges in e, atoms 1 to 4: number 1, C, carries -0.842; number 2, C, carries 0.550; number 3, C, carries -0.297; number 4, N, carries -0.583

---

<2>
Entry from the OMol25 dataset: a structure of composition C9H11N4 (the ωB97M-V functional and the def2-TZVPD basis).

Element x y z (Å)
C: -2.87308 -0.74949 -0.71031
C: -1.89976 -1.57172 -0.05159
C: -2.68281 0.58167 -0.97562
C: -0.62868 -1.03595 0.11598
C: -1.34503 1.09680 -0.91477
C: 3.68041 -1.36162 -0.59840
C: 2.34724 -1.25306 -0.63402
C: -0.33033 0.30461 -0.26043
C: 0.98813 0.83164 -0.26240
N: 4.24129 -0.18916 -0.11596
N: 3.33671 0.64104 -0.05124
N: 2.08643 0.02885 -0.27594
N: 1.31058 2.07891 -0.14726
H: -3.93255 -1.12011 -0.87815
H: -2.11528 -2.66094 0.02777
H: -3.46830 1.15772 -1.46304
H: 0.09706 -1.74601 0.49297
H: -1.07792 2.11243 -1.40281
H: 4.17763 -2.11454 -1.03293
H: 1.68679 -1.92285 -0.94040
H: 0.44567 -0.18457 1.89913
H: 0.59537 2.87391 -0.17488
H: 0.97900 0.26905 2.32799
H: 2.30448 2.18632 -0.02995

Computed properties:
LUMO energy in eV: -5.12
Net charge: +1
HOMO-LUMO gap in eV: 8.696

Mulliken population analysis, charges in e, atoms 1 to 4: number 1, C, carries -0.253; number 2, C, carries -0.908; number 3, C, carries -0.674; number 4, C, carries -0.162

---

Which one sits at the bottom of the stability order? <1> does.